(1)
ORCA calculation (the ωB97M-V functional and the def2-TZVPD basis) on a structure of composition C34H53AlF12IKLiN4O18S2 at a distorted geometry.

```
127
C34H53AlF12IKLiN4O18S2 (the ωB97M-V functional and the def2-TZVPD basis)
C 4.02 -2.04 0.71
C 4.35 -2.84 -0.68
O 5.55 -2.26 -1.25
C 5.24 -1.40 -2.35
O 5.81 -1.52 -3.47
C 4.12 -0.26 -2.25
C 4.67 1.24 -2.29
C 4.74 1.97 -0.86
C 3.30 1.97 -0.07
O 3.14 1.02 0.74
O 2.40 3.03 -0.30
C 1.13 2.57 -0.82
N 0.39 3.83 -1.24
S 1.30 1.57 -2.42
C 0.17 1.85 0.26
I 0.54 2.57 2.32
C 0.14 0.25 0.17
C -1.12 -0.36 -0.62
H 2.96 -1.59 0.64
H 4.10 -2.72 1.62
H 4.75 -1.15 0.74
H 3.41 -2.71 -1.34
H 4.42 -3.97 -0.46
H 3.45 -0.39 -3.18
H 3.39 -0.42 -1.36
H 4.08 1.93 -2.99
H 5.75 1.21 -2.69
H 5.19 3.04 -0.88
H 5.48 1.34 -0.20
H 0.96 4.37 -1.91
H -0.40 3.46 -1.82
H 0.62 2.20 -3.44
H -0.90 2.21 0.02
H 1.12 -0.22 -0.24
H 0.07 -0.14 1.25
H -1.34 0.32 -1.51
H -0.81 -1.39 -1.02
H -2.04 -0.55 0.04
O -2.93 6.71 -1.76
S -2.35 8.00 -1.49
O -0.99 8.30 -1.84
O -2.58 8.36 0.07
C -2.09 7.45 1.06
C -0.58 7.51 1.17
C -3.39 9.25 -2.17
H -2.43 6.43 0.85
H -2.53 7.74 2.01
H -0.10 7.16 0.26
H -0.23 6.87 1.99
H -0.24 8.53 1.35
H -4.42 9.06 -1.89
H -3.28 9.21 -3.26
H -3.06 10.22 -1.81
Li 3.61 -5.74 0.10
C 3.08 -2.82 -5.22
C 3.45 -4.09 -5.37
C 2.47 -5.13 -5.82
O 2.84 -6.28 -5.97
C 1.09 -4.71 -6.06
C 0.72 -3.44 -5.91
C 1.70 -2.39 -5.49
O 1.34 -1.24 -5.37
O -0.56 -3.04 -6.13
O 4.72 -4.50 -5.13
H 3.78 -2.05 -4.90
H 0.39 -5.48 -6.37
H -0.56 -2.07 -5.95
H 4.73 -5.46 -5.31
N -2.60 3.51 -5.27
C -2.87 4.44 -4.30
C -3.81 5.31 -4.80
C -4.13 4.88 -6.11
C -3.37 3.77 -6.37
H -1.94 2.76 -5.18
H -2.37 4.41 -3.34
H -4.23 6.15 -4.27
H -4.84 5.33 -6.79
H -3.30 3.14 -7.25
C 3.21 0.73 4.51
N 3.52 0.08 5.80
O 3.86 -1.10 5.77
O 3.43 0.77 6.80
H 3.34 0.01 3.71
H 2.18 1.08 4.55
H 3.90 1.57 4.39
C -5.78 0.23 4.83
C -4.97 1.38 4.19
C -4.93 1.38 2.67
F -4.34 0.28 2.17
F -4.21 2.44 2.22
F -3.72 1.38 4.71
F -5.55 2.55 4.60
O -5.02 -0.89 5.30
C -4.73 -1.91 4.37
C -3.22 -2.10 4.17
F -2.64 -0.98 3.68
F -2.97 -3.09 3.27
F -5.39 -1.69 3.22
F -5.26 -3.05 4.89
H -6.23 0.64 5.74
H -6.63 -0.08 4.22
H -5.94 1.46 2.24
H -2.73 -2.35 5.11
F -9.58 -0.38 8.87
Al -8.27 -0.79 7.76
F -6.79 -1.12 8.68
F -7.98 0.57 6.65
F -8.71 -2.23 6.82
K 6.17 2.95 1.01
C -3.08 4.27 6.82
O -4.24 4.26 7.30
O -2.99 3.50 5.71
O -2.05 4.86 7.19
H -3.94 3.25 5.76
C 4.68 -9.76 0.43
C 3.38 -9.97 -0.27
O 2.32 -9.51 0.06
N 3.25 -10.80 -1.45
C 3.76 -12.19 -1.33
H 4.78 -10.49 1.24
H 5.51 -9.87 -0.27
H 4.71 -8.75 0.84
H 3.74 -10.32 -2.21
H 2.24 -10.76 -1.64
H 3.44 -12.60 -0.37
H 4.85 -12.17 -1.41
H 3.33 -12.77 -2.15
```

Values from the calculation:
F_max = 5.4 eV Å⁻¹
calculated total energy = -164425.8078 eV
charge = +1
Kohn-Sham gap = 1.0 eV
HOMO energy = -0.270 hartree

=====

(2)
ORCA calculation (the ωB97M-V functional and the def2-TZVPD basis) on a structure of composition C34H54BCdF4N2O2.

```
98
C34H54BCdF4N2O2 (the ωB97M-V functional and the def2-TZVPD basis)
Cd -0.11 1.07 0.18
C -2.42 -1.42 -0.61
N -1.66 -0.96 0.55
C -2.55 -0.75 1.69
C -0.61 -1.90 0.92
C 0.53 -1.96 -0.09
N 1.38 -0.76 -0.05
C 2.02 -0.52 -1.36
C 2.16 0.92 -1.79
C 3.41 1.49 -1.96
C 3.56 2.72 -2.59
C 2.41 3.28 -3.13
C 1.13 2.75 -3.00
C 0.98 1.58 -2.22
O -0.19 1.02 -1.90
C -0.03 3.35 -3.82
C -0.24 2.40 -5.01
C -1.35 3.48 -3.05
C 0.31 4.74 -4.36
C 4.94 3.35 -2.74
C 5.75 2.53 -3.76
C 5.67 3.35 -1.39
C 4.86 4.80 -3.23
C 2.36 -0.85 1.06
C 2.50 0.24 2.10
C 3.78 0.37 2.62
C 4.07 1.19 3.70
C 3.00 1.88 4.25
C 1.69 1.80 3.78
C 1.41 0.95 2.67
O 0.19 0.77 2.20
C 0.67 2.67 4.54
C 1.11 4.14 4.45
C 0.64 2.23 6.01
C -0.78 2.62 4.03
C 5.48 1.24 4.28
C 5.64 2.37 5.30
C 5.77 -0.10 4.98
C 6.52 1.46 3.17
H -2.79 -2.45 -0.46
H -1.81 -1.38 -1.51
H -3.28 -0.77 -0.77
H -3.02 -1.70 2.01
H -3.34 -0.05 1.41
H -1.98 -0.32 2.51
H -1.03 -2.91 1.05
H -0.20 -1.57 1.88
H 0.10 -2.04 -1.09
H 1.12 -2.86 0.08
H 1.39 -0.99 -2.12
H 3.00 -1.01 -1.40
H 4.28 0.94 -1.60
H 2.50 4.22 -3.66
H -0.56 1.42 -4.67
H 0.69 2.28 -5.58
H -1.01 2.80 -5.69
H -1.65 2.53 -2.63
H -2.14 3.83 -3.74
H -1.25 4.20 -2.24
H 1.12 4.71 -5.09
H 0.60 5.41 -3.54
H -0.57 5.16 -4.86
H 5.82 1.49 -3.45
H 6.76 2.93 -3.87
H 5.26 2.56 -4.74
H 5.87 2.34 -1.03
H 5.05 3.86 -0.64
H 6.62 3.88 -1.47
H 4.44 4.87 -4.24
H 5.87 5.22 -3.26
H 4.25 5.40 -2.55
H 3.35 -0.98 0.60
H 2.16 -1.78 1.60
H 4.58 -0.20 2.15
H 3.18 2.53 5.09
H 2.10 4.30 4.90
H 0.39 4.77 4.98
H 1.15 4.45 3.41
H 1.62 2.31 6.49
H 0.30 1.20 6.10
H -0.06 2.87 6.57
H -0.85 2.99 3.01
H -1.40 3.25 4.67
H -1.18 1.60 4.05
H 5.02 2.19 6.19
H 5.37 3.33 4.87
H 6.68 2.42 5.63
H 5.04 -0.28 5.77
H 6.77 -0.11 5.42
H 5.70 -0.93 4.27
H 6.29 2.38 2.62
H 6.53 0.64 2.46
H 7.52 1.56 3.60
F 0.31 4.88 -0.80
B 0.12 4.14 0.36
F 0.04 4.97 1.46
F -1.08 3.35 0.26
F 1.16 3.17 0.52
```

Values from the calculation:
F_max = 0.9 eV Å⁻¹
energy relative to the best compared isomer or geometry (same formula, charge and spin) = 11.9 kcal/mol
calculated total energy = -59330.9554 eV
charge = -1
Kohn-Sham gap = 7.2 eV
HOMO energy = -0.171 hartree

=====

(3)
ORCA calculation (the ωB97M-V functional and the def2-TZVPD basis) on a structure of composition C34H55BrN3OP2Zn at a distorted geometry.

```
97
C34H55BrN3OP2Zn (the ωB97M-V functional and the def2-TZVPD basis)
C 1.45 2.46 0.29
C 0.43 2.06 -1.80
C 2.14 3.57 -0.20
C 1.34 2.96 -2.38
C 2.14 3.78 -1.59
H 2.66 4.25 0.48
H 1.38 3.00 -3.46
H 2.74 4.57 -2.02
N 0.63 1.73 -0.47
P 1.40 0.38 2.27
P -2.00 0.67 -1.56
C 1.64 2.15 1.77
H 2.66 2.39 2.12
H 0.94 2.75 2.39
C -0.74 1.59 -2.46
H -0.67 1.51 -3.56
C -2.60 -1.12 -2.35
C -3.22 2.17 -1.86
C 3.12 -0.39 1.89
C 1.11 0.40 4.16
C -2.18 -2.35 -1.53
H -2.59 -2.34 -0.52
H -2.57 -3.25 -2.05
H -1.09 -2.47 -1.46
C -4.13 -1.14 -2.44
H -4.57 -1.07 -1.43
H -4.54 -0.35 -3.08
H -4.44 -2.11 -2.87
C -1.94 -1.24 -3.71
H -2.32 -2.11 -4.25
H -2.08 -0.36 -4.36
H -0.87 -1.41 -3.56
C -4.49 1.94 -1.05
H -4.26 1.83 0.02
H -5.16 2.81 -1.16
H -5.04 1.04 -1.36
C -2.56 3.48 -1.37
H -2.13 3.36 -0.37
H -1.77 3.82 -2.05
H -3.33 4.26 -1.30
C -3.43 2.20 -3.37
H -2.46 2.20 -3.91
H -4.02 1.34 -3.74
H -3.95 3.13 -3.66
C 1.27 -1.02 4.72
H 1.03 -1.00 5.80
H 0.57 -1.72 4.25
H 2.29 -1.41 4.62
C -0.33 0.86 4.40
H -0.51 1.88 4.03
H -1.06 0.18 3.94
H -0.52 0.87 5.49
C 2.05 1.38 4.90
H 1.98 2.40 4.51
H 1.74 1.40 5.96
H 3.10 1.07 4.88
C 3.62 0.17 0.54
H 3.91 1.22 0.62
H 4.50 -0.40 0.22
H 2.86 0.07 -0.24
C 2.91 -1.91 1.78
H 2.26 -2.16 0.93
H 3.89 -2.39 1.60
H 2.48 -2.34 2.69
C 4.19 -0.10 2.95
H 4.35 0.97 3.11
H 3.99 -0.59 3.91
H 5.15 -0.52 2.59
Zn -0.24 -0.16 0.52
C -1.78 1.52 1.30
O -2.37 2.22 2.00
N 1.00 -1.45 -0.91
C 1.72 -2.04 -1.62
C 2.34 -1.90 -3.06
C 1.58 -0.85 -3.92
C 3.69 -1.22 -2.89
C 2.20 -3.25 -3.74
H 0.54 -1.09 -4.16
H 1.55 0.17 -3.47
H 2.11 -0.78 -4.89
H 4.30 -1.61 -2.06
H 4.25 -1.23 -3.83
H 3.48 -0.16 -2.64
H 2.38 -3.13 -4.81
H 2.85 -4.01 -3.30
H 1.16 -3.61 -3.62
Br -0.98 -4.37 4.59
C -1.81 -3.20 3.35
C -3.20 -3.01 3.39
C -3.75 -2.04 2.55
C -2.91 -1.27 1.75
N -1.57 -1.47 1.70
C -1.04 -2.47 2.45
H -3.80 -3.59 4.07
H -4.82 -1.85 2.52
H -3.32 -0.47 1.12
H 0.03 -2.67 2.33
```

Values from the calculation:
F_max = 4.6 eV Å⁻¹
calculated total energy = -179699.6450 eV
charge = +1
Kohn-Sham gap = 5.6 eV
HOMO energy = -0.310 hartree

=====

(4)
ORCA calculation (the ωB97M-V functional and the def2-TZVPD basis) on a structure of composition C34H55Ge3N2O3S2SeW at a distorted geometry.

```
101
C34H55Ge3N2O3S2SeW (the ωB97M-V functional and the def2-TZVPD basis)
W 0.91 -0.22 -0.14
O -0.12 -0.62 4.14
C 1.14 -0.63 4.62
C 1.27 -0.59 6.01
C 2.52 -0.58 6.59
C 3.67 -0.62 5.80
C 3.56 -0.66 4.44
C 2.30 -0.68 3.82
C 2.23 -0.66 2.35
O 1.05 -0.62 1.75
N 3.28 -0.54 1.64
N 2.96 -0.29 0.30
C 4.03 -0.19 -0.40
S 4.00 -0.26 -2.13
C 5.81 -0.15 -2.36
C 6.41 0.42 -1.09
S 5.58 -0.34 0.34
H -0.11 -0.56 3.18
H 0.37 -0.54 6.60
H 2.60 -0.53 7.67
H 4.65 -0.60 6.26
H 4.44 -0.69 3.80
H 5.99 0.51 -3.20
H 6.18 -1.14 -2.58
H 6.23 1.50 -1.02
H 7.47 0.24 -1.01
C 1.91 2.52 -4.26
C 2.44 2.75 -2.84
Ge 1.36 1.93 -1.40
C 2.40 2.84 0.12
C 1.77 2.86 1.51
C -0.18 3.16 -1.31
C -1.24 2.92 -0.55
Ge -1.23 1.06 0.16
C -1.90 0.16 -1.57
C -3.31 0.57 -2.01
C -2.34 0.77 1.76
C -3.84 1.05 1.78
C -2.28 3.96 -0.33
C -1.91 5.30 -0.20
C -2.87 6.29 -0.05
C -4.22 5.97 -0.02
C -4.60 4.64 -0.14
C -3.65 3.65 -0.29
H 2.52 3.04 -5.00
H 0.89 2.88 -4.36
H 1.91 1.45 -4.52
H 2.42 3.81 -2.58
H 3.47 2.42 -2.76
H 2.54 3.87 -0.22
H 3.40 2.39 0.18
H 0.76 3.27 1.48
H 2.35 3.49 2.20
H 1.71 1.87 1.98
H -0.11 4.10 -1.87
H -1.85 -0.92 -1.52
H -1.19 0.46 -2.34
H -4.07 0.33 -1.26
H -3.57 0.04 -2.93
H -3.37 1.64 -2.21
H -1.85 1.38 2.53
H -2.16 -0.27 2.05
H -4.07 2.11 1.67
H -4.25 0.72 2.74
H -4.38 0.51 0.99
H -0.86 5.56 -0.19
H -2.56 7.33 0.06
H -4.96 6.75 0.09
H -5.65 4.38 -0.11
H -3.96 2.62 -0.39
C -2.76 -3.24 -2.93
Ge -3.19 -4.02 -1.20
C -2.01 -5.53 -0.81
C -5.06 -4.55 -1.14
C -2.93 -2.67 0.22
Se -1.05 -2.29 0.53
C -0.74 -3.24 2.19
H -2.62 -4.04 -3.66
H -1.85 -2.64 -2.89
H -3.58 -2.61 -3.27
H -1.95 -6.19 -1.68
H -2.38 -6.11 0.04
H -1.00 -5.17 -0.58
H -5.25 -5.32 -1.89
H -5.70 -3.70 -1.36
H -5.33 -4.96 -0.16
H -3.33 -3.02 1.18
H -3.42 -1.72 -0.02
H -1.10 -4.26 2.05
H -1.25 -2.76 3.02
H 0.33 -3.25 2.37
C 2.60 -3.44 -0.98
O 1.63 -2.42 -0.67
C 1.12 -1.59 -1.62
C 1.11 -2.09 -2.99
H 3.43 -3.03 -1.56
H 2.12 -4.25 -1.53
H 2.96 -3.81 -0.03
H 0.55 -1.42 -3.64
H 2.13 -2.16 -3.37
H 0.66 -3.08 -3.03
```

Values from the calculation:
F_max = 4.7 eV Å⁻¹
energy relative to the best compared isomer or geometry (same formula, charge and spin) = 30.1 kcal/mol
calculated total energy = -303653.8484 eV
charge = +1
Kohn-Sham gap (spin up / spin down) = 6.5 / 6.5 eV
HOMO energy (spin up / spin down) = -0.372 / -0.372 hartree